This record from the OMol25 dataset describes one molecule with the formula C7H16O2. The level of theory is ωB97M-V/def2-TZVPD.

XYZ file:
```
25
C7H16O2, DFT ωB97M-V/def2-TZVPD
C -2.352 0.982 0.137
C -0.720 0.808 -0.225
C -0.602 0.832 -1.753
C -0.226 -0.451 0.453
C -0.576 -0.574 1.938
O -0.731 -1.600 -0.214
C 1.489 -0.523 0.374
C 2.253 0.242 -0.688
O 1.779 -1.926 0.312
H -2.526 1.137 1.205
H -2.722 1.874 -0.377
H -2.911 0.111 -0.214
H -0.251 1.692 0.213
H 0.250 1.441 -2.066
H -0.491 -0.168 -2.180
H -1.480 1.285 -2.223
H -0.319 0.340 2.481
H -1.637 -0.794 2.087
H -0.027 -1.409 2.389
H -0.115 -2.326 0.006
H 1.855 -0.179 1.347
H 3.331 0.069 -0.575
H 2.004 -0.103 -1.695
H 2.097 1.320 -0.593
H 2.625 -2.080 -0.141
```

The spin multiplicity is 1. The total energy is -426.767284 Ha. The value obtained for the HOMO energy is -9.52 eV. For the orbital gap, the calculation gives 10.288 eV. As for the SMILES: CC(C)[C@@](C)(O)[C@H](C)O.

Löwdin population analysis, charges in e, atoms 1 to 5:
1. C -0.04
2. C -0.30
3. C -0.08
4. C -0.47
5. C -0.04

This record from the OMol25 dataset describes one molecule with the formula C7H16O2S2Si. The level of theory is ωB97M-V/def2-TZVPD.

XYZ file:
```
28
C7H16O2S2Si, DFT ωB97M-V/def2-TZVPD
C -3.215 0.220 -0.061
C -2.525 -1.228 0.194
C -2.580 1.392 0.629
C -0.090 -0.021 0.426
C 1.863 0.034 -1.845
C 2.608 -1.624 0.674
C 2.533 1.731 0.724
O -0.319 -2.660 0.120
O -1.267 1.162 -1.627
Si 1.788 -0.010 0.052
S -0.827 -1.432 -0.474
S -0.923 1.463 -0.241
H -3.022 0.277 -1.180
H -4.223 0.037 0.210
H -2.680 -1.474 1.207
H -2.931 -2.005 -0.423
H -3.088 2.366 0.407
H -2.592 1.108 1.723
H -0.373 -0.044 1.432
H 2.139 -0.929 -2.334
H 0.817 0.285 -1.973
H 2.454 0.901 -2.226
H 3.440 -1.709 -0.126
H 2.995 -1.543 1.683
H 1.987 -2.571 0.373
H 3.472 1.661 1.438
H 2.850 2.386 -0.084
H 1.711 2.226 1.300
```

The spin multiplicity is 3. The total energy is -1512.403480 Ha. The value obtained for the HOMO energy (alpha / beta) is -4.32 / -9.16 eV. For the orbital gap (alpha / beta), the calculation gives 4.870 / 6.396 eV. As for the expectation value of S²: 2.0070.

Löwdin population analysis, charges in e, atoms 1 to 5:
1. C -0.28
2. C -0.30
3. C -0.31
4. C -0.66
5. C -0.19

This record from the OMol25 dataset describes a 2-piece molecular cluster, C7H16OP2 overall. The level of theory is ωB97M-V/def2-TZVPD.

XYZ file:
```
26
C7H16OP2, DFT ωB97M-V/def2-TZVPD
C -2.808 -2.695 -1.362
C 3.655 1.025 2.130
C -2.351 -1.323 -1.778
C -0.909 -1.067 -1.468
C -0.576 0.350 -1.691
C -1.022 1.326 -0.665
C 2.168 1.182 2.122
O 2.116 0.673 -0.379
P 1.301 1.321 0.603
P 1.317 2.057 3.449
H -2.397 -2.880 -0.362
H -2.315 -3.337 -2.123
H -3.917 -2.919 -1.652
H 3.908 0.616 3.143
H 3.811 0.189 1.347
H 4.030 2.053 1.918
H -2.480 -1.162 -2.915
H -3.021 -0.450 -1.395
H -0.350 -1.634 -2.224
H -0.584 -1.350 -0.417
H -0.928 0.739 -2.613
H 0.493 0.702 -1.655
H -1.528 1.036 0.342
H -1.117 2.395 -0.779
H 0.916 0.908 4.073
H 2.589 2.246 4.349
```

The spin multiplicity is 1. The total energy is -1034.061149 Ha. The value obtained for the HOMO energy (alpha / beta) is -7.42 / -7.41 eV. For the orbital gap (alpha / beta), the calculation gives 6.214 / 6.197 eV.

Löwdin population analysis, charges in e, atoms 1 to 5:
1. C -0.13
2. C -0.22
3. C -0.33
4. C -0.26
5. C -0.33

This record from the OMol25 dataset describes a 2-piece molecular cluster, C7H16OSi3 overall. The level of theory is ωB97M-V/def2-TZVPD.

XYZ file:
```
27
C7H16OSi3, DFT ωB97M-V/def2-TZVPD
C -2.181 -1.780 2.596
C -2.785 -1.928 1.420
C -1.584 0.081 1.309
C -0.001 -1.664 1.525
C -1.012 -0.855 2.381
C -2.043 -1.074 0.409
C -0.758 -1.833 0.247
O 0.125 1.004 -3.562
Si 3.036 3.407 -1.853
Si 2.369 1.285 -1.183
Si 1.000 0.056 -2.551
H -2.387 -2.289 3.520
H -3.589 -2.595 1.162
H -2.407 0.693 1.674
H -0.826 0.705 0.840
H 0.917 -1.083 1.390
H 0.275 -2.615 1.991
H -0.590 -0.393 3.272
H -2.584 -0.835 -0.502
H -0.713 -2.744 -0.323
H -0.328 1.797 -3.288
H 2.090 3.875 -2.879
H 4.365 3.436 -2.468
H 3.021 4.430 -0.803
H 1.665 1.404 0.113
H 3.533 0.438 -0.874
H 1.393 -0.924 -3.563
```

The spin multiplicity is 1. The total energy is -1219.880231 Ha. The value obtained for the HOMO energy (alpha / beta) is -7.01 / -7.47 eV. For the orbital gap (alpha / beta), the calculation gives 7.318 / 6.946 eV.

Löwdin population analysis, charges in e, atoms 1 to 5:
1. C -0.06
2. C -0.05
3. C -0.12
4. C -0.16
5. C -0.28

This record from the OMol25 dataset describes C7H17AlN2OP as an isolated structure. The level of theory is ωB97M-V/def2-TZVPD.

XYZ file:
```
29
C7H17AlN2OP, DFT ωB97M-V/def2-TZVPD
Al 0.130 0.160 -0.169
H -0.337 -3.178 -0.088
H -1.053 -2.950 -0.055
P -2.317 0.671 -0.136
C -3.080 1.246 1.396
H -4.072 1.643 1.139
H -3.174 0.406 2.097
H -2.460 2.036 1.841
C -2.557 2.059 -1.288
H -2.235 1.753 -2.293
H -3.624 2.320 -1.294
H -1.951 2.911 -0.956
C -3.435 -0.609 -0.763
H -3.482 -1.437 -0.042
H -4.428 -0.156 -0.898
H -3.048 -0.980 -1.723
C -0.193 -0.070 1.917
O -0.022 -0.173 3.052
H -0.193 -0.377 -1.650
H 0.356 1.725 0.211
N 2.818 -0.241 0.868
C 3.895 -1.038 0.878
C 3.580 -2.167 0.136
C 2.266 -1.991 -0.311
N 1.803 -0.802 0.141
H 2.678 0.639 1.352
H 4.805 -0.755 1.381
H 4.215 -3.008 -0.062
H 1.655 -2.671 -0.888
```

The spin multiplicity is 1. The total energy is -1045.203123 Ha. The value obtained for the HOMO energy is -12.28 eV. For the orbital gap, the calculation gives 8.715 eV. As for the net charge: +1.

Löwdin population analysis, charges in e, atoms 1 to 5:
1. Al 0.06
2. H 0.04
3. H 0.06
4. P 0.68
5. C -0.26

This record from the OMol25 dataset describes one molecule with the formula C7H17BN2. The level of theory is ωB97M-V/def2-TZVPD.

XYZ file:
```
27
C7H17BN2, DFT ωB97M-V/def2-TZVPD
B 1.063 -1.976 -0.078
C 0.271 1.207 0.133
C -0.663 -0.158 -0.135
C 2.244 -2.990 0.016
C -0.620 2.535 -0.228
C 0.700 1.288 1.646
C -2.003 -0.079 0.461
C -0.956 -0.416 -1.730
N 1.424 1.021 -0.675
N 0.020 -1.297 0.447
H 3.181 -2.721 -0.582
H 1.888 -3.883 -0.631
H 2.716 -3.460 0.965
H -0.567 2.744 -1.275
H -0.198 3.189 0.519
H -1.681 2.495 0.017
H 1.096 2.312 1.873
H 1.420 0.634 1.959
H -0.217 1.039 2.161
H -2.115 -0.331 1.480
H -2.613 -0.874 0.058
H -2.523 0.735 0.114
H -0.209 0.135 -2.372
H -1.943 -0.026 -1.967
H -0.826 -1.407 -2.028
H 1.234 1.610 -1.531
H -0.123 -1.325 1.383
```

The spin multiplicity is 1. The total energy is -411.073048 Ha. The value obtained for the HOMO energy (alpha / beta) is -6.86 / -5.16 eV. For the orbital gap (alpha / beta), the calculation gives 6.607 / 3.779 eV.

Löwdin population analysis, charges in e, atoms 1 to 5:
1. B -0.05
2. C -0.57
3. C -0.44
4. C -0.05
5. C -0.01